Entry 1:
{
  "formula": "F2HNS",
  "method": "ωB97M-V with the def2-TZVPD basis set",
  "species": ["N", "F", "S", "F", "H"],
  "coordinates": [[-1.690, -0.316, 0.512], [-2.785, 0.529, 0.579], [-0.671, 0.205, -0.746], [-2.343, -1.577, 0.078], [-0.264, -1.036, -0.784]],
  "nbo_charge": [0.158, -0.217, 0.206, -0.282, 0.134],
  "relative_energy_ev": 3.3475,
  "orbital_gap_ha": 0.381,
  "smiles": "FN(F)S",
  "homo_energy_ev": -10.17,
  "lumo_energy_ev": 0.204,
  "max_force_ha_per_bohr": 0.0566
}

Entry 2:
{
  "formula": "C5H12O",
  "method": "ωB97M-V with the def2-TZVPD basis set",
  "species": ["H", "H", "H", "H", "H", "C", "H", "C", "H", "C", "C", "H", "C", "O", "H", "H", "H", "H"],
  "coordinates": [[-1.077, -2.010, -0.720], [0.964, 0.842, 1.033], [0.531, 0.483, -1.486], [-0.518, -1.567, -2.334], [2.436, -0.630, -0.299], [-0.820, -1.156, -1.360], [-1.428, 1.448, 2.446], [-0.977, 2.031, 1.627], [-0.212, -0.448, 1.327], [1.588, -1.211, -0.676], [0.345, -0.336, -0.780], [1.855, -1.635, -1.650], [0.081, 0.315, 0.580], [-0.919, 1.287, 0.446], [0.063, 2.284, 1.933], [-1.593, 2.911, 1.423], [1.408, -2.045, 0.014], [-1.726, -0.564, -1.523]],
  "nbo_charge": [0.199, 0.160, 0.201, 0.207, 0.207, -0.604, 0.163, -0.246, 0.157, -0.603, -0.242, 0.212, -0.050, -0.536, 0.160, 0.194, 0.201, 0.220],
  "relative_energy_ev": 0.7400,
  "orbital_gap_ha": 0.402,
  "smiles": "COCC(C)C",
  "homo_energy_ev": -9.80,
  "lumo_energy_ev": 1.127,
  "max_force_ha_per_bohr": 0.0193
}

Entry 3:
{
  "formula": "C24H21NO6",
  "method": "ωB97M-V with the def2-TZVPD basis set",
  "species": ["H", "C", "C", "H", "C", "C", "C", "H", "H", "O", "H", "C", "H", "C", "H", "H", "O", "C", "O", "O", "C", "C", "H", "N", "H", "C", "H", "C", "O", "H", "C", "H", "H", "H", "C", "H", "C", "C", "C", "C", "C", "C", "O", "H", "H", "C", "H", "C", "C", "H", "H", "C"],
  "coordinates": [[-4.858, 2.963, -1.678], [-4.686, -0.144, -0.345], [4.322, -0.462, -1.645], [4.490, 2.720, 1.044], [-3.958, -2.557, -0.211], [5.174, -1.701, -1.390], [0.248, -1.654, 1.050], [2.789, 1.997, 2.835], [-4.836, -3.098, -0.506], [3.145, 2.003, -1.527], [2.799, 3.075, 0.688], [-1.523, -0.053, 0.649], [4.691, 0.095, -2.514], [-0.208, -0.316, 1.032], [0.922, 2.749, 2.070], [-6.346, -1.198, 0.502], [-2.860, -3.304, 0.070], [2.022, 0.386, 1.647], [2.775, -1.371, -3.189], [1.527, -1.960, 1.362], [-2.356, -1.104, 0.312], [3.110, 1.365, 2.003], [0.150, 2.548, 0.498], [4.346, 0.403, -0.488], [-0.206, -3.735, 0.794], [3.620, 1.546, -0.506], [-3.251, 1.145, -1.278], [-0.582, -2.727, 0.752], [3.615, -1.360, 1.672], [-7.217, 2.700, -1.008], [0.238, 2.129, 1.500], [6.207, -1.407, -1.222], [3.973, 0.790, 2.345], [-0.739, 2.166, 1.977], [-1.881, -2.434, 0.393], [4.809, -2.222, -0.507], [-4.278, 1.037, -0.961], [3.519, 2.269, 0.828], [-6.024, -0.288, 0.019], [-6.511, 1.905, -0.825], [-5.185, 2.053, -1.197], [2.889, -0.879, -1.956], [1.963, -0.804, -1.193], [-1.892, 0.958, 0.612], [-7.961, 0.610, 0.070], [2.457, -1.003, 1.554], [4.506, -0.065, 0.396], [-3.734, -1.221, -0.097], [0.729, 0.720, 1.407], [5.130, -2.368, -2.247], [1.856, -1.625, -3.372], [-6.927, 0.730, -0.219]],
  "nbo_charge": [0.215, 0.031, -0.152, 0.232, 0.131, -0.613, 0.338, 0.223, 0.208, -0.629, 0.226, -0.206, 0.235, -0.073, 0.224, 0.210, -0.409, -0.149, -0.681, -0.446, -0.053, -0.438, 0.243, -0.635, 0.243, 0.698, 0.216, -0.290, -0.636, 0.214, -0.659, 0.221, 0.241, 0.226, 0.302, 0.231, -0.230, -0.489, -0.212, -0.214, -0.202, 0.811, -0.620, 0.223, 0.214, 0.785, 0.427, -0.158, 0.101, 0.226, 0.500, -0.206],
  "relative_energy_ev": 0.1275,
  "orbital_gap_ha": 0.304,
  "smiles": "Cc1c(CCC(=O)N[C@@H](C)C(=O)O)c(=O)oc2cc3occ(-c4ccccc4)c3cc12",
  "homo_energy_ev": -8.21,
  "lumo_energy_ev": 0.069,
  "max_force_ha_per_bohr": 0.0230
}

Entry 4:
{
  "formula": "C12H8N2O4V",
  "method": "ωB97M-V with the def2-TZVPD basis set",
  "species": ["C", "H", "C", "O", "O", "N", "H", "H", "N", "C", "C", "H", "C", "C", "O", "H", "H", "C", "O", "C", "C", "C", "H", "C", "H", "C", "V"],
  "coordinates": [[-1.532, 2.424, 3.472], [-0.800, -2.468, -4.675], [-0.440, -0.397, -5.020], [2.484, 1.302, -0.686], [0.870, -3.204, -0.335], [-0.356, 1.881, 1.472], [0.991, -1.966, -4.851], [1.686, 3.503, 3.611], [0.035, 2.621, 6.675], [0.690, 2.630, 1.887], [1.573, 0.733, -0.216], [-1.498, -0.106, -5.033], [-0.296, 2.712, 4.076], [-0.130, 2.709, 5.520], [0.596, -1.062, 3.454], [-2.459, 2.400, 4.061], [-2.469, 1.743, 1.636], [-0.064, -1.670, -4.827], [-2.895, -0.193, -0.168], [-1.530, 2.028, 2.129], [-1.754, -0.191, 0.114], [0.582, -2.110, -0.053], [1.527, 2.831, 1.205], [0.769, 3.040, 3.223], [0.293, 0.397, -5.210], [0.410, -0.738, 2.344], [0.112, -0.259, 0.510]],
  "nbo_charge": [-0.187, 0.204, -0.394, -0.241, -0.244, -0.547, 0.203, 0.287, -0.116, 0.043, 0.518, 0.204, -0.030, 0.189, -0.264, 0.288, 0.238, -0.401, -0.240, 0.046, 0.517, 0.548, 0.238, -0.179, 0.204, 0.549, 0.570],
  "relative_energy_ev": 0.2811,
  "orbital_gap_ha": [0.139, 0.152],
  "spin_multiplicity": 4,
  "charge": 2,
  "homo_energy_ev": [-15.02, -15.05],
  "lumo_energy_ev": [-11.230, -10.898],
  "max_force_ha_per_bohr": 0.2118
}

What did the first record say?
{
  "formula": "F2HNS",
  "method": "ωB97M-V with the def2-TZVPD basis set",
  "species": ["N", "F", "S", "F", "H"],
  "coordinates": [[-1.690, -0.316, 0.512], [-2.785, 0.529, 0.579], [-0.671, 0.205, -0.746], [-2.343, -1.577, 0.078], [-0.264, -1.036, -0.784]],
  "nbo_charge": [0.158, -0.217, 0.206, -0.282, 0.134],
  "relative_energy_ev": 3.3475,
  "orbital_gap_ha": 0.381,
  "smiles": "FN(F)S",
  "homo_energy_ev": -10.17,
  "lumo_energy_ev": 0.204,
  "max_force_ha_per_bohr": 0.0566
}